# C8H16

An isolated molecule of C8H16 (ωB97M-V/def2-TZVPD, the OMol25 dataset).

The energy relative to the best compared isomer or geometry (same formula, charge and spin) comes out at 6.2 kcal per mole. The structure (SMILES) is C/C=C(\C)CCCC. The value obtained for the HOMO-LUMO gap is 0.3619 hartree. The value obtained for the molar mass is 112.22 g mol⁻¹.

Structure (ORCA input):
```
! RIJCOSX wB97M-V def2-TZVPD def2/J DEFGRID3
* xyz 0 1
C -1.38049 -0.52885 -3.26196
C -1.01852 0.16594 -1.95583
C 0.35214 -0.25755 -1.38325
C 0.29651 -1.05294 -0.05344
C 0.02071 0.95796 1.37190
C 0.58293 -0.22943 1.18572
C 1.39263 -0.89719 2.25967
C 0.13792 1.92945 2.49986
H -1.72210 -1.54189 -3.04825
H -0.48329 -0.65907 -3.86647
H -2.14209 0.03955 -3.79661
H -1.06156 1.25341 -2.03997
H -1.76371 -0.05741 -1.19572
H 0.86761 -0.89075 -2.11367
H 1.00427 0.60078 -1.23217
H -0.71956 -1.44994 0.08754
H 0.99137 -1.88782 -0.09113
H -0.64530 1.31491 0.58952
H 0.91514 -1.84212 2.55439
H 1.50306 -0.30831 3.16216
H 2.39790 -1.20307 1.94983
H -0.83083 2.39339 2.66293
H 0.41083 1.47641 3.45112
H 0.89441 2.67455 2.26383
*
```

Here are the Mulliken charges for atoms 1 to 8, given in e: -1.3016, -0.4351, -0.8481, -0.8093, -0.0704, 0.7764, -1.4637, -1.3076

***

# C33H49AlBBeBrCsF4NO23S

A structure of composition C33H49AlBBeBrCsF4NO23S at a distorted geometry (ωB97M-V/def2-TZVPD, the OMol25 dataset).

The value obtained for the HOMO-LUMO gap is 0.1178 hartree. The value obtained for the molar mass is 1195.41 g mol⁻¹.

Structure (ORCA input):
```
! RIJCOSX wB97M-V def2-TZVPD def2/J DEFGRID3
* xyz 0 1
C -4.08628 1.95702 -0.63051
C -3.56475 3.50769 -0.67740
C -3.84723 4.26386 -2.06977
C -3.56356 5.81225 -2.05603
C -2.25408 6.22372 -1.29068
C -0.95475 6.20374 -2.20620
C 0.11909 7.29426 -1.83066
C 1.06803 6.90621 -0.60911
C 0.61121 5.63688 0.19366
C 1.66363 5.17866 1.30632
C 0.93546 4.02222 2.08281
C 1.06389 2.70694 1.72938
C 1.87746 2.04162 0.60135
C 0.97439 1.36604 -0.51687
C 1.46682 1.78020 -1.94395
F 2.72105 2.28819 -2.18913
C 0.61718 1.63996 -3.00776
F 1.06090 0.97238 -4.09835
F -0.64399 2.14377 -2.89901
C 0.10524 2.03512 2.77658
O -0.24066 0.92249 2.57586
O -0.23939 2.90766 3.79679
C -0.02512 4.20884 3.27290
O -0.53797 5.17929 3.68182
H -3.33675 1.29549 -1.14243
H -5.14538 1.85420 -1.08747
H -4.13100 1.55469 0.46383
H -2.44460 3.44480 -0.57006
H -3.91730 4.09942 0.25908
H -3.34413 3.71037 -2.90912
H -4.98202 4.14827 -2.29253
H -4.42488 6.30190 -1.53651
H -3.59129 6.17208 -3.11650
H -2.37134 7.39530 -0.94852
H -2.08456 5.65885 -0.34131
H -1.30861 6.45894 -3.24778
H -0.52531 5.16688 -2.27012
H 0.78946 7.41582 -2.72614
H -0.42025 8.25471 -1.60142
H 2.14956 6.86706 -0.92009
H 1.01123 7.77149 0.11423
H 0.44274 4.73167 -0.43964
H -0.30280 5.93239 0.78246
H 1.95839 6.01892 1.98413
H 2.58283 4.81160 0.79340
H 2.51503 1.23919 1.04418
H 2.54967 2.83225 0.17234
H 1.08669 0.25842 -0.41102
H -0.10091 1.63137 -0.38840
Cs -6.15084 3.28510 0.01737
B 1.84940 -3.98476 -1.42252
O 2.33492 -2.60380 -1.57797
C 2.45249 -2.07621 -0.35599
O 2.82367 -0.96155 -0.13036
C 2.05192 -3.09522 0.65385
O 2.04265 -2.95055 1.83670
O 1.69771 -4.22150 0.01932
O 0.57173 -4.17657 -2.13176
C 0.75304 -5.15169 -3.04786
O -0.08819 -5.54064 -3.78335
C 2.15147 -5.64581 -2.98482
O 2.65247 -6.49842 -3.65000
O 2.82320 -4.96365 -2.02164
Al 4.56101 -5.70072 -1.96202
O -2.57839 -7.77459 -3.77349
S -3.53602 -6.66824 -3.88007
O -3.29580 -5.92422 -5.12315
O -3.37233 -5.76169 -2.73346
O -4.91879 -7.19791 -3.87642
C 8.67406 7.38178 3.72796
C 7.82765 6.74085 2.64673
O 6.87873 5.82606 3.21139
C 5.78640 6.38397 3.73752
O 5.53274 7.55834 3.76599
O 5.02837 5.40731 4.24861
C 3.85922 5.87425 4.91990
H 9.13524 6.61783 4.35709
H 9.45772 8.00012 3.28811
H 8.06709 8.00983 4.38199
H 8.46528 6.15573 1.98322
H 7.32441 7.48992 2.03261
H 3.27705 6.54189 4.28415
H 4.13653 6.37477 5.84818
H 3.24487 5.00880 5.16336
C -0.78302 -6.37429 -0.52064
O 0.07060 -7.43639 -0.10914
C 0.32116 -7.44673 1.29250
C -0.31916 -8.67192 1.92938
N -1.77575 -8.55683 1.93805
C -2.45951 -9.79369 2.31092
C -2.32115 -10.98679 1.35885
O -2.94400 -10.79112 0.10033
C -2.13618 -10.14230 -0.87509
H -0.81564 -6.37142 -1.60766
H -1.80111 -6.52446 -0.15101
H -0.40021 -5.41197 -0.17919
H -0.00595 -6.52421 1.77977
H 1.40716 -7.51981 1.41785
H 0.03928 -8.77294 2.95872
H 0.00658 -9.55163 1.36104
H -2.09089 -8.28510 1.01463
H -3.52335 -9.55059 2.38510
H -2.13483 -10.09245 3.31329
H -2.84700 -11.82898 1.82023
H -1.28140 -11.31177 1.23792
H -1.07340 -10.36744 -0.75189
H -2.30104 -9.06342 -0.85141
H -2.45056 -10.49359 -1.85868
C -4.70212 -2.69783 -1.86304
O -5.04170 -3.91124 -2.05953
O -3.44464 -2.62592 -1.32411
O -5.29363 -1.64239 -2.07268
H -3.31434 -3.59529 -1.31219
Be -7.11786 -4.38521 -2.59454
F -4.64664 8.27819 -1.32588
Br -3.32143 8.46561 -0.08771
*
```

Here are the Mulliken charges for atoms 1 to 8, given in e: -1.3365, -0.6722, -0.1911, -0.6391, 0.1892, -0.3647, -0.7284, -0.8313

***

# C31H54Cl2O3P2Sm

A structure of composition C31H54Cl2O3P2Sm at a distorted geometry (ωB97M-V/def2-TZVPD, the OMol25 dataset).

The value obtained for the HOMO-LUMO gap (alpha / beta) is 0.1558 / 0.1581 hartree. The value obtained for the molar mass is 757.98 g mol⁻¹.

Structure (ORCA input):
```
! RIJCOSX wB97M-V def2-TZVPD def2/J DEFGRID3
* xyz -1 6
P -0.13392 0.96691 -2.82586
C -1.77303 0.32191 -3.37995
C -2.29876 1.06862 -4.60488
C -3.74539 0.65825 -4.88923
C -3.91958 -0.86090 -4.99863
C -3.30021 -1.63103 -3.82702
C -1.85239 -1.20683 -3.54418
C 1.28562 0.21357 -3.68389
C 1.19197 0.51943 -5.17755
C 2.50507 0.10950 -5.83540
C 2.88064 -1.34788 -5.54083
C 2.81242 -1.72298 -4.05497
C 1.50021 -1.28732 -3.39719
C -0.10404 2.81774 -2.86897
C -1.19653 3.34748 -1.91804
C -1.17733 4.87478 -1.88774
C 0.19351 5.43672 -1.50054
C 1.33122 4.83340 -2.33116
C 1.27979 3.30929 -2.41371
H -2.40655 0.56186 -2.49734
H -1.66845 0.83882 -5.47648
H -2.25319 2.15739 -4.45383
H -4.08939 1.15114 -5.80460
H -4.37854 1.03946 -4.07822
H -4.98536 -1.10349 -5.07819
H -3.44494 -1.19902 -5.92835
H -3.89714 -1.46555 -2.92117
H -3.33558 -2.70721 -4.02966
H -1.48792 -1.70087 -2.63078
H -1.21731 -1.53196 -4.38252
H 2.17508 0.73252 -3.26636
H 3.29362 0.77677 -5.46757
H 0.99642 1.59105 -5.35248
H 0.35486 -0.04652 -5.61516
H 2.43267 0.28398 -6.91189
H 3.88606 -1.55026 -5.92624
H 2.19015 -1.99722 -6.09325
H 2.94696 -2.80251 -3.93190
H 3.64319 -1.25070 -3.51691
H 1.51739 -1.46122 -2.30988
H 0.66721 -1.87355 -3.80792
H -0.30397 3.18267 -3.89999
H -2.19950 2.98667 -2.19471
H -0.99764 2.94973 -0.91334
H -1.44803 5.23668 -2.88696
H -1.94469 5.23799 -1.19783
H 0.37665 5.23515 -0.43747
H 0.19179 6.52433 -1.62236
H 2.29989 5.13994 -1.92502
H 1.28058 5.22540 -3.35397
H 2.07659 2.94008 -3.07770
H 1.46747 2.87057 -1.42428
Sm -0.59099 -0.16656 1.15044
Cl 1.56640 0.80095 0.03620
Cl -2.78559 0.72502 0.21659
C -0.62379 -2.22438 0.14936
H -1.64915 -2.43479 -0.20741
C 0.24074 -3.32013 -0.10044
C 1.67763 -3.18092 -0.11641
C 2.48697 -4.30945 -0.19898
C 1.91735 -5.59545 -0.28448
C 0.51863 -5.73770 -0.32864
C -0.30493 -4.63015 -0.28253
H 2.10638 -2.17763 -0.04276
H 3.57317 -4.19766 -0.18989
H 0.07928 -6.73871 -0.39676
H -1.39775 -4.72515 -0.32648
H 2.56045 -6.47369 -0.32051
C 1.45653 3.73539 3.96808
C 2.12992 2.44600 3.55620
O 1.46824 1.31931 4.23282
P 1.35051 -0.10107 3.38810
O -0.44793 -0.23880 3.40768
C -1.36003 0.02143 4.51724
C -0.72487 -0.27584 5.83869
O 1.70788 -1.32610 4.39835
C 1.34211 -2.67796 3.90786
C 2.58222 -3.50651 3.65633
H 0.49847 3.85227 3.45448
H 2.09195 4.57730 3.68714
H 1.28850 3.76981 5.04566
H 2.07253 2.33018 2.45989
H 3.19118 2.44163 3.84156
H -1.68225 1.06275 4.41663
H -2.21979 -0.62133 4.31605
H 0.09138 0.41952 6.03227
H -1.47162 -0.16343 6.62493
H -0.35626 -1.30123 5.86746
H 0.68158 -3.11003 4.66612
H 0.76114 -2.59670 2.96105
H 3.44856 -3.09468 4.17864
H 2.40635 -4.53281 4.00227
H 2.79346 -3.56028 2.58646
*
```

Here are the Mulliken charges for atoms 1 to 8, given in e: -0.2674, 0.6667, -0.4845, -0.9739, -0.7074, -0.8673, -0.1507, 0.2496

***

# C3H5FN4

A cluster of 2 separate species, C3H5FN4 in total at a distorted geometry (ωB97M-V/def2-TZVPD, the OMol25 dataset).

The energy relative to the best compared isomer or geometry (same formula, charge and spin) comes out at 148.9 kcal per mole. The value obtained for the HOMO-LUMO gap (alpha / beta) is 0.2693 / 0.2691 hartree. The value obtained for the molar mass is 116.10 g mol⁻¹.

Structure (ORCA input):
```
! RIJCOSX wB97M-V def2-TZVPD def2/J DEFGRID3
* xyz 0 1
C -0.73004 -0.23877 -0.24631
C 1.49237 0.34694 0.82235
C 0.38587 -0.69137 0.64770
N -1.48280 0.91845 -0.06044
N -1.35090 -1.02847 -1.20323
N -2.36870 0.79838 -0.86551
N -2.39410 -0.38574 -1.53229
F 0.29135 0.81150 -1.95498
H 2.35515 0.08521 0.06355
H 1.92848 0.35067 1.85895
H 1.16387 1.35135 0.53470
H -0.04668 -0.63013 1.71715
H 0.75613 -1.68803 0.21837
*
```

Here are the Mulliken charges for atoms 1 to 8, given in e: 0.8008, -1.0454, -0.0707, -0.1043, -0.1494, -0.2243, -0.1919, -0.4971

***

# C5H6NO3

The ion C5H6NO3 with charge -1 at a distorted geometry (ωB97M-V/def2-TZVPD, the OMol25 dataset).

The energy relative to the best compared isomer or geometry (same formula, charge and spin) comes out at 3.7 kcal per mole. The structure (SMILES) is CN1C[C@H](C(=O)[O-])C1=O. The value obtained for the HOMO-LUMO gap is 0.2911 hartree. The value obtained for the molar mass is 128.11 g mol⁻¹.

Structure (ORCA input):
```
! RIJCOSX wB97M-V def2-TZVPD def2/J DEFGRID3
* xyz -1 1
C 1.74570 -0.15902 0.11390
C 1.96437 0.76433 -2.16160
C 0.18724 1.10850 -0.34735
C 1.70958 1.12402 -0.66264
C -0.55399 -1.34130 0.27764
N 0.41629 -0.24232 0.29512
O 1.01074 0.33801 -2.90735
O 2.59040 -0.92837 0.48335
O 3.08573 1.13607 -2.54304
H -0.18448 1.83932 0.34960
H -0.53516 0.91714 -1.16715
H 2.23932 2.07635 -0.37566
H -1.16098 -1.33918 1.17965
H -1.05886 -1.04495 -0.73022
H 0.02294 -2.27113 0.12657
*
```

Here are the Mulliken charges for atoms 1 to 8, given in e: 0.1701, 0.4338, -0.6464, 0.2411, -0.7248, 0.0146, -0.7291, -0.6921